ORCA calculation (the ωB97M-V functional and the def2-TZVPD basis) on a structure of composition C4H11AuClFW.

The geometry in XYZ format:
```
19
Properties=species:S:1:pos:R:3:lowdin_charge:R:1
Au 0.557 2.352 -1.770 0.7160
Cl -1.306 1.822 -0.156 0.0867
C -0.448 1.995 -3.481 -0.2294
C 1.203 3.977 -0.760 -0.2222
H 0.101 2.687 -4.112 -0.0037
H -0.316 0.973 -3.749 -0.0064
H -1.467 2.287 -3.319 -0.0062
H 1.637 4.507 -1.606 -0.0002
H 1.921 3.677 -0.032 -0.0010
H 0.339 4.471 -0.358 -0.0066
W -0.004 -0.109 0.016 1.1707
C 0.536 -0.468 2.000 -0.2834
C 1.575 0.583 -1.039 -0.5253
H 1.602 -0.425 2.063 -0.0162
H 0.056 0.242 2.653 0.0075
H 0.164 -1.473 2.193 0.0053
H 2.519 1.030 -0.560 0.0003
H 1.656 0.022 -1.959 -0.0648
F -1.755 -0.770 0.672 -0.6212
```

Values from the calculation:
Lowest unoccupied orbital energy (alpha / beta)   -0.57 / -2.00 eV
DFT total energy   -25077.333 eV
Gap between HOMO and LUMO (alpha / beta)   0.260 / 0.243 Eh
Multiplicity   5
Maximum force   2.8 eV/Å